# 1
64
Properties=species:S:1:pos:R:3:forces:R:3:nbo_charge:R:1 method="wB97M-V/def2-TZVPD" homo_ev="-8.061 / -8.115" total_charge=0 multiplicity=6 s_squared=8.762 gap_ha="0.2799 / 0.2481"
Fe -0.0432 0.0450 -0.1517 0.089 0.050 -0.091 1.861
C -2.8996 -1.7546 -2.7020 0.030 -0.157 0.085 -0.237
O -4.0132 -1.8029 -1.8088 -0.027 0.295 -0.039 -0.516
C -3.8735 -1.6941 -0.4594 0.018 -0.145 -0.070 0.312
C -4.9591 -2.1356 0.2767 -0.013 -0.048 0.019 -0.233
C -4.9674 -2.1015 1.6677 -0.060 -0.012 -0.008 -0.236
C -3.8630 -1.6302 2.3369 0.016 0.010 0.064 -0.182
C -2.7534 -1.1623 1.6228 0.040 -0.016 -0.022 -0.192
C -1.6311 -0.6606 2.3810 -0.054 -0.004 0.097 0.178
N -0.5382 -0.2149 1.8792 0.084 0.014 -0.063 -0.427
N 0.4060 0.2590 2.7826 -0.066 -0.045 0.030 -0.420
C 1.3397 0.8872 2.1282 -0.043 -0.003 -0.109 0.547
O 1.3375 1.0350 0.8345 -0.018 -0.056 0.070 -0.805
C 2.4667 1.4820 2.8844 0.034 0.023 -0.024 -0.067
C 2.5745 1.3119 4.2624 -0.009 -0.004 0.032 -0.177
C 3.6358 1.8776 4.9481 0.000 -0.003 0.009 -0.222
C 4.5939 2.6172 4.2650 -0.009 -0.001 -0.012 -0.197
C 4.4881 2.7883 2.8926 -0.013 -0.007 0.000 -0.219
C 3.4270 2.2210 2.2016 0.032 0.010 -0.014 -0.182
C -2.7526 -1.1575 0.2115 0.067 0.150 0.006 0.285
O -1.7546 -0.6374 -0.4761 -0.004 -0.129 -0.015 -0.816
H -3.3197 -1.9680 -3.6815 -0.007 -0.025 -0.002 0.190
H -2.1652 -2.5227 -2.4483 0.003 0.016 0.015 0.173
H -2.4080 -0.7876 -2.7097 -0.018 0.056 -0.005 0.194
H -5.8073 -2.5191 -0.2761 0.002 -0.006 0.010 0.226
H -5.8337 -2.4547 2.2104 0.010 0.000 -0.002 0.218
H -3.8366 -1.6076 3.4198 -0.006 -0.005 -0.010 0.212
H -1.7179 -0.6452 3.4680 -0.016 -0.007 -0.027 0.197
H 1.8201 0.7357 4.7801 0.006 0.005 0.003 0.232
H 3.7184 1.7429 6.0189 -0.003 0.001 -0.002 0.213
H 5.4217 3.0600 4.8041 -0.001 -0.002 0.000 0.213
H 5.2322 3.3642 2.3579 -0.003 -0.001 0.000 0.215
H 3.3320 2.3435 1.1310 -0.002 0.002 0.008 0.237
O -0.4339 1.7313 -4.0280 0.001 -0.027 -0.030 -0.949
S 0.1017 1.9529 -2.7108 0.021 -0.026 -0.003 2.327
O 1.1242 2.9501 -2.5533 -0.002 0.041 0.002 -0.938
N 0.5502 0.5493 -2.0184 -0.015 0.034 0.118 -1.048
C 1.5476 -0.2405 -2.5632 -0.030 0.007 -0.022 0.163
C 2.2301 -0.0361 -3.7410 0.017 0.021 -0.039 -0.238
C 3.2079 -0.9548 -4.1738 -0.004 0.020 -0.013 -0.162
C 3.5187 -2.0768 -3.4599 0.001 -0.017 0.022 -0.234
C 2.8440 -2.3225 -2.2418 -0.051 0.050 0.022 -0.089
C 3.0808 -3.4459 -1.4214 0.022 -0.014 -0.010 -0.089
C 2.3880 -3.6107 -0.2542 0.012 -0.050 0.029 -0.270
C 1.4453 -2.6416 0.1173 -0.001 0.016 0.020 0.088
N 1.2017 -1.5875 -0.6260 -0.026 0.086 -0.057 -0.557
C 1.8724 -1.4033 -1.8006 0.007 -0.058 0.034 0.210
C -1.2380 2.3057 -1.6075 -0.033 -0.054 -0.029 -0.273
C -2.5338 1.9900 -1.9919 0.021 0.051 -0.017 -0.190
C -3.5569 2.1076 -1.0660 0.023 0.010 0.060 -0.198
C -3.2766 2.5225 0.2318 0.006 -0.009 -0.027 -0.189
C -1.9812 2.8609 0.5994 -0.034 0.004 0.017 -0.201
C -0.9492 2.7669 -0.3271 0.067 -0.024 -0.016 -0.270
H 2.0111 0.8326 -4.3461 0.005 -0.008 0.002 0.243
H 3.7211 -0.7552 -5.1058 -0.007 0.003 0.004 0.221
H 4.2692 -2.7755 -3.8057 -0.007 0.000 0.006 0.217
H 3.8206 -4.1748 -1.7302 -0.003 0.003 0.000 0.222
H 2.5560 -4.4639 0.3872 -0.002 0.007 -0.002 0.232
H 0.8860 -2.7234 1.0424 0.008 -0.011 -0.007 0.212
H -2.7179 1.6526 -3.0031 0.003 -0.022 0.013 0.248
H -4.5702 1.8524 -1.3476 0.002 0.004 0.003 0.226
H -4.0757 2.5863 0.9592 0.001 0.006 -0.003 0.222
H -1.7686 3.2019 1.6045 -0.006 -0.006 0.000 0.227
H 0.0691 3.0355 -0.0706 -0.056 0.010 -0.007 0.265

***

# 2
12
Properties=species:S:1:pos:R:3:forces:R:3:nbo_charge:R:1 method="wB97M-V/def2-TZVPD" homo_ev=-8.898 smiles=NNOP(N)O total_charge=0 multiplicity=1 gap_ha=0.3672
N -0.2039 -1.5362 1.8994 0.185 1.990 0.545 -0.649
N 0.8424 1.6140 -0.8167 1.394 0.884 0.894 -1.214
N 0.5491 -1.3091 0.7221 0.196 -1.301 -0.448 -0.189
O -1.4151 0.9528 -1.9064 0.593 0.007 -0.015 -1.002
O -0.1529 -0.6755 -0.4283 -0.545 -0.296 0.133 -0.733
P -0.6918 0.9228 -0.4326 0.445 -0.326 -0.258 1.451
H -0.3065 -0.6480 2.4538 0.914 -0.962 -0.849 0.347
H -1.1714 -1.7602 1.7875 -0.739 -0.827 -0.925 0.340
H 1.6009 1.1342 -0.3091 -0.557 -0.406 -0.532 0.395
H 1.0703 2.5977 -0.5481 -1.113 -0.835 -0.473 0.388
H 0.7354 -2.2872 0.2975 -0.599 2.265 0.852 0.359
H -0.8565 0.9946 -2.7191 -0.175 -0.193 1.075 0.507

***

# 3
15
Properties=species:S:1:pos:R:3:forces:R:3:nbo_charge:R:1 method="wB97M-V/def2-TZVPD" homo_ev=-9.109 total_charge=0 multiplicity=1 gap_ha=0.3647
C 0.8950 -1.0617 2.5255 0.223 -0.145 -0.013 -0.285
O -0.2866 -0.2454 2.4261 -0.271 0.206 -0.151 -0.511
C -0.8361 0.0760 1.2761 0.391 -0.272 0.082 0.432
O -0.1132 -0.4475 0.2827 -0.229 0.139 0.266 -0.541
C -0.6847 -0.2083 -1.0094 -0.104 -0.003 -0.249 -0.081
C -0.0529 1.0079 -1.6594 0.161 -0.064 0.387 -0.085
O -0.6704 1.1312 -2.9239 0.079 0.211 -0.185 -0.717
H 1.7638 -0.5232 2.1401 -0.118 -0.071 0.023 0.192
H 1.0163 -1.2602 3.5906 -0.003 0.035 -0.174 0.199
H 0.7716 -1.9964 1.9748 0.003 0.135 0.074 0.195
H -0.4991 -1.1023 -1.6091 -0.018 0.109 0.075 0.192
H -1.7602 -0.0519 -0.9013 0.126 -0.045 -0.029 0.206
H -0.2350 1.8852 -1.0206 0.001 -0.122 -0.116 0.171
H 1.0351 0.8640 -1.7446 -0.161 0.016 -0.009 0.160
H -0.3437 1.9327 -3.3475 -0.081 -0.132 0.018 0.475

***

# 4
91
Properties=species:S:1:pos:R:3:forces:R:3:lowdin_spin:R:1 method="wB97M-V/def2-TZVPD" homo_ev="-13.027 / -13.031" total_charge=+2 multiplicity=4 s_squared=3.752 gap_ha="0.3063 / 0.3087"
Er 0.4562 -0.5499 0.5177 1.248 -0.526 0.655 3.022
Cl 3.1226 -3.8027 -5.6796 0.195 0.145 0.418 0.000
C 2.9071 -3.2180 -4.0571 0.646 -1.183 -1.095 0.000
C 2.3658 -1.9759 -3.8826 -0.503 0.992 -0.364 0.000
Cl 2.1193 -0.7778 -5.1693 0.202 -1.280 0.754 0.000
C 1.9771 -1.6401 -2.5976 -0.408 0.215 0.136 0.000
Cl 1.1500 -0.1341 -2.3296 -0.243 0.418 0.343 -0.001
C 2.1488 -2.4330 -1.4753 2.156 -1.636 -0.367 0.000
O 1.7570 -2.0028 -0.3080 -0.590 0.169 0.746 -0.005
C 2.9775 -3.6416 -1.6510 -1.162 0.780 0.128 0.000
Cl 3.4750 -4.5343 -0.1600 -0.577 0.945 -1.840 0.000
C 3.2905 -4.0516 -2.9719 -0.133 1.246 1.668 0.000
Cl 4.3243 -5.3790 -3.1900 -0.131 -0.315 -0.230 0.000
Cl 0.1447 1.2069 3.4096 -0.883 0.604 -0.857 0.000
C -0.6947 2.7103 2.7933 -0.061 -0.328 1.933 0.000
C -1.5659 3.3532 3.6810 0.163 0.872 0.167 0.000
C -2.0484 4.6191 3.3015 0.325 0.498 -0.840 0.000
C -1.6579 5.2035 2.0910 1.155 -0.420 -0.122 0.000
C -0.7221 4.5389 1.2635 -0.957 0.302 0.562 0.000
C -0.2595 3.2716 1.6091 -0.105 -0.148 -0.078 0.000
P 0.7647 2.2934 0.4929 0.493 -0.128 0.125 -0.004
C 2.4647 2.2354 1.1695 -0.006 -0.334 -0.527 0.000
C 3.4133 1.5285 0.4160 0.532 0.232 0.671 0.000
C 4.7808 1.5875 0.7205 -0.488 0.890 0.834 0.000
C 5.1490 2.2864 1.8784 -1.750 -0.465 0.312 0.000
C 4.1467 2.7887 2.7626 1.848 0.411 -0.927 0.000
C 2.8412 2.8688 2.3439 0.490 -0.826 -0.294 0.000
C 0.9061 3.2936 -0.9727 1.478 1.225 -0.365 -0.001
C 1.9451 4.2766 -1.1147 -1.656 -1.600 -0.133 0.000
C 2.1369 4.8361 -2.3486 3.018 2.093 0.815 0.000
C 1.2773 4.6592 -3.3650 -0.671 0.707 -2.592 0.000
C 0.1602 3.9105 -3.1801 -0.569 -1.252 -0.846 0.000
C 0.0672 3.1232 -2.0438 -1.999 -0.723 -0.572 0.000
H -1.7610 3.0542 4.7218 0.143 -0.416 -0.791 0.000
H -2.6414 5.3020 3.9156 0.006 -0.882 0.300 0.000
H -1.9470 6.2386 1.8824 -0.005 -0.530 -0.112 0.000
H -0.3409 4.9850 0.3575 -0.155 0.177 -0.066 0.000
H 3.1156 0.9158 -0.4011 -0.307 -0.175 -0.927 0.000
H 5.5399 1.1756 0.0672 -0.168 -0.164 0.042 0.000
H 6.1700 2.3856 2.1522 0.723 0.011 0.176 0.000
H 4.4911 3.2624 3.6815 -0.288 -0.135 -0.140 0.000
H 2.1129 3.3304 2.9429 -0.805 0.708 0.714 0.000
H 2.5238 4.5274 -0.2718 0.927 0.178 0.714 0.000
H 3.0095 5.5195 -2.5668 -0.955 -0.857 0.690 0.000
H 1.4752 5.1184 -4.3543 -0.197 -0.207 0.825 0.000
H -0.5369 3.7663 -4.0090 0.097 0.062 0.376 0.000
H -0.7669 2.3859 -2.0809 0.700 0.439 0.582 0.000
C -0.9116 -2.4101 4.1202 0.957 1.400 -1.523 0.000
C -0.1476 -2.7518 2.8310 0.912 -2.465 0.089 0.000
O 0.9496 -1.8747 2.4590 0.328 0.829 0.206 -0.004
C 2.3164 -2.3169 2.8479 -1.275 -0.206 2.458 0.000
C 3.2207 -1.2028 3.3392 -1.149 1.184 0.335 0.000
H -1.8177 -3.0063 4.1259 -0.092 -0.012 0.235 0.000
H -1.1443 -1.3204 3.9831 -0.138 -0.914 0.717 0.000
H -0.2908 -2.5758 4.9981 -0.201 0.039 0.081 0.000
H -0.7838 -2.6622 1.9646 -0.778 -0.209 -0.266 0.000
H 0.2220 -3.8756 2.8375 -0.523 2.243 -0.070 0.000
H 2.6745 -2.8746 2.0451 0.850 -0.636 -1.559 0.000
H 2.0910 -3.0370 3.6534 0.445 0.278 -0.145 0.000
H 3.2243 -0.3949 2.6337 -0.318 0.706 -0.800 0.000
H 4.2794 -1.4010 3.3527 0.239 -0.879 0.407 0.000
H 2.8856 -0.7031 4.2888 0.333 -0.910 -0.673 0.000
C -3.9070 -3.7487 -1.0423 -0.051 -0.936 0.304 0.000
N -2.6270 -3.0330 -0.6957 -0.955 -0.223 -0.545 0.000
C -1.4372 -3.8718 -0.8218 1.287 -0.741 0.680 0.000
P -2.6763 -1.4142 -0.9442 0.808 0.456 0.873 0.000
O -1.4713 -0.7795 -0.1529 -0.941 -0.928 -0.770 -0.006
N -3.9874 -0.7338 -0.2962 -1.966 0.164 -0.073 0.000
C -4.1138 -0.7466 1.1645 -0.644 0.870 0.539 0.000
C -5.3160 -0.6431 -0.9871 0.899 0.974 0.656 0.000
N -2.7427 -1.0562 -2.5216 -0.062 0.136 0.359 0.000
C -2.9391 0.3422 -2.9332 1.460 -0.448 2.327 0.000
C -2.0024 -1.8367 -3.4647 1.064 -0.107 0.004 0.000
H -3.8433 -4.7006 -0.4612 -0.241 0.569 -0.710 0.000
H -4.0135 -3.9635 -2.1356 0.361 0.091 0.823 0.000
H -4.8625 -3.2645 -0.7273 1.155 0.050 -0.009 0.000
H -1.1967 -4.5196 0.0915 -0.681 0.978 -1.075 0.000
H -0.5270 -3.3052 -1.0491 -0.160 0.413 0.476 0.000
H -1.4373 -4.5346 -1.6898 -0.696 -0.162 0.030 0.000
H -3.3184 -0.1828 1.5783 0.820 0.993 0.388 0.000
H -3.9178 -1.7155 1.5703 -0.587 -1.017 0.269 0.000
H -5.0652 -0.2762 1.5906 1.143 -0.911 -1.102 0.000
H -5.2035 -0.6961 -2.0544 0.049 0.134 -0.350 0.000
H -5.7992 0.2976 -0.6680 0.329 -0.312 -0.380 0.000
H -5.9500 -1.4326 -0.6744 -0.639 -0.886 0.337 0.000
H -3.3023 0.7977 -1.9940 -0.056 0.652 -1.011 0.000
H -3.6053 0.3796 -3.7413 -1.016 0.337 -1.054 0.000
H -1.9386 0.7274 -3.2017 -0.555 0.227 -0.033 0.000
H -2.6043 -2.3134 -4.1736 -1.246 -0.713 -1.110 0.000
H -1.3830 -2.5992 -3.0269 0.209 -0.279 0.398 0.000
H -1.3442 -1.1880 -4.0089 0.548 0.379 -0.332 0.000

***

Computed values of electronic energy (unit: eV) for the preceding records, in sequence: -92904.519; -17950.091; -10417.617; -167876.478.